Molecular formula: C3H11NSi
Method: DFT, ωB97M-V with the def2-TZVPD basis set

The charge is 0. The SMILES is CCN[SiH2]C. As for the energy above the lowest of the compared OMol25 structures with the same formula, charge and spin: 193.42 kJ/mol. The calculation puts the HOMO-LUMO gap at 9.341 eV.

```
16
Properties=species:S:1:pos:R:3:forces:R:3:lowdin_charge:R:1
C 2.241 -0.517 0.316 -0.04 -2.67 -2.58 -0.119
C 1.604 0.236 -0.826 -0.75 0.78 -0.53 -0.401
N 0.269 0.694 -0.510 -4.25 -2.89 0.49 -0.166
Si -1.273 -0.646 0.294 2.89 2.07 -1.18 0.692
C -2.800 0.374 0.078 -0.14 1.15 -3.05 -0.310
H 2.539 0.115 1.056 0.71 1.69 2.28 0.033
H 1.590 -1.318 0.696 -0.21 0.51 0.04 0.051
H 3.097 -1.096 -0.034 0.42 0.23 0.02 0.069
H 2.040 1.217 -1.047 1.00 -0.30 0.21 0.100
H 1.634 -0.248 -1.833 -0.23 -0.23 0.99 0.107
H 0.266 1.360 0.220 0.42 1.03 0.77 -0.006
H -1.407 -0.591 1.770 0.83 -0.69 0.14 -0.056
H -0.701 -1.883 -0.368 -0.93 0.27 0.39 -0.058
H -2.411 1.213 0.617 0.51 0.91 0.53 -0.009
H -2.925 0.829 -0.974 -0.02 -0.95 1.43 0.056
H -3.764 0.262 0.546 -0.24 -0.91 0.03 0.016
```
Positions in Å, forces in eV/Å.



Molecular formula: C5H11NO
Method: DFT, ωB97M-V with the def2-TZVPD basis set

The charge is 0. As for the energy above the lowest of the compared OMol25 structures with the same formula, charge and spin: 257.79 kJ/mol. The calculation puts the HOMO-LUMO gap at 9.869 eV.

```
18
Properties=species:S:1:pos:R:3:forces:R:3:lowdin_charge:R:1
C -1.361 -1.168 0.717 1.50 -2.20 -0.25 -0.046
C 0.357 2.131 0.112 0.24 -0.04 -0.09 -0.138
C 2.306 -0.063 -0.203 -0.06 -0.21 0.07 -0.002
C -2.066 -1.235 -0.601 0.12 0.19 -0.13 -0.109
N 0.006 0.741 0.299 0.94 -0.17 -0.21 -0.019
C 0.856 -0.225 0.174 -0.50 2.19 -0.19 -0.535
O 0.422 -1.435 0.357 -2.95 0.36 0.89 -0.017
H -1.701 -0.390 1.390 0.83 0.27 -0.24 0.091
H -1.342 -2.111 1.254 -0.26 -0.19 -0.13 0.090
H -0.557 2.707 -0.054 0.07 -0.06 0.08 0.066
H 1.007 2.324 -0.750 0.07 -0.08 -0.02 0.067
H 0.854 2.549 0.996 -0.04 -0.01 -0.03 0.076
H 2.384 0.386 -1.196 -0.01 -0.02 0.08 0.083
H 2.806 0.600 0.507 -0.05 -0.04 -0.07 0.085
H 2.807 -1.030 -0.207 0.00 0.08 -0.01 0.077
H -2.104 -0.263 -1.093 0.03 -0.05 0.10 0.070
H -1.578 -1.942 -1.273 -0.07 -0.02 0.10 0.080
H -3.096 -1.575 -0.431 0.13 0.01 0.04 0.083
```
Positions in Å, forces in eV/Å.



Molecular formula: C14H51BrNO16PSi
Method: DFT, ωB97M-V with the def2-TZVPD basis set

The charge is 0. The SMILES is C[Si](C)(C)[C@@H]1[C@@H](CCCCN)OC(=O)[C@@]1(CCCBr)P(=O)(O)O.O.O.O.O.O.O.O.O.O.O.O. The calculation puts the HOMO-LUMO gap at 8.696 eV.

```
85
Properties=species:S:1:pos:R:3:forces:R:3:lowdin_charge:R:1
C -2.305 2.261 2.057 -0.49 1.10 1.55 -0.224
Si -2.611 1.431 0.348 -0.13 1.83 -0.33 0.519
C -4.514 1.306 0.082 -1.63 0.28 -0.41 -0.202
C -1.970 2.717 -0.992 -0.19 -0.52 0.48 -0.210
C -1.629 -0.192 0.032 0.80 -2.39 -0.38 -0.232
C -2.442 -0.830 -1.278 0.35 0.82 -1.23 -0.270
C -1.536 -1.508 -2.490 0.64 -0.07 0.45 -0.112
C -0.345 -0.400 -2.881 -1.51 0.95 0.04 -0.187
C 0.064 -0.425 -4.468 -0.75 -0.82 -0.20 -0.189
C 1.431 -1.256 -4.823 0.57 0.88 -1.62 -0.291
N 2.490 -1.246 -3.743 -0.42 0.00 -0.58 -0.051
O -3.548 -1.664 -0.700 2.07 0.54 3.81 -0.053
C -3.317 -1.833 0.773 -4.24 -1.54 2.43 -0.220
O -4.279 -2.193 1.646 6.59 2.49 -6.14 0.001
C -1.722 -1.442 1.094 -1.15 -0.13 0.35 -0.284
C -1.287 -1.222 2.660 -0.46 0.31 0.97 -0.154
C 0.321 -1.039 2.916 0.35 0.23 0.61 -0.247
C 0.956 0.377 2.389 -0.83 0.27 1.03 -0.512
Br 2.646 0.038 1.303 -1.02 0.14 0.74 0.617
P -0.855 -3.114 0.636 -0.94 -3.91 -2.97 0.811
O -1.761 -4.077 -0.237 3.28 3.70 3.18 -0.332
O -0.415 -4.057 2.076 1.61 2.18 -2.36 -0.233
O 0.669 -2.701 -0.159 -1.78 -2.55 2.47 -0.245
H -1.179 2.544 2.278 -2.27 -0.73 -0.32 0.044
H -2.807 1.667 2.962 1.32 1.26 -1.83 0.052
H -2.886 3.304 2.031 1.20 -2.18 -0.05 0.061
H -4.935 2.420 0.155 0.94 -2.29 -0.01 0.058
H -5.082 0.646 0.874 1.05 1.24 -1.66 0.058
H -4.802 0.950 -1.020 0.62 0.58 2.48 0.061
H -2.191 3.790 -0.525 0.78 -2.61 -1.45 0.045
H -2.637 2.529 -1.950 1.56 0.71 1.72 0.063
H -0.835 2.530 -1.210 -2.39 0.58 0.36 0.025
H -0.494 0.057 -0.115 -2.19 -0.51 -0.27 0.110
H -3.018 0.015 -1.888 1.22 -1.54 1.60 0.132
H -2.251 -1.706 -3.406 1.46 0.50 1.86 0.125
H -1.023 -2.517 -2.194 -1.19 1.90 -0.46 0.099
H -0.859 0.660 -2.687 1.16 -2.11 -0.41 0.098
H 0.552 -0.459 -2.132 -1.64 -0.17 -1.58 0.097
H -0.824 -0.991 -5.029 1.91 1.29 1.14 0.110
H 0.056 0.673 -4.934 0.37 -2.37 1.20 0.115
H 1.223 -2.369 -5.202 0.29 2.38 1.20 0.124
H 1.917 -0.707 -5.766 -1.34 -1.17 1.64 0.090
H 3.417 -1.469 -4.180 -1.32 0.65 0.68 0.047
H 2.514 -0.347 -3.214 0.12 -1.03 -0.97 0.063
H -1.645 -2.135 3.341 0.71 1.93 -1.80 0.140
H -1.817 -0.272 3.118 1.01 -1.88 -1.16 0.113
H 0.994 -1.902 2.503 -1.53 1.61 0.67 0.066
H 0.472 -1.050 4.101 -0.38 -0.03 -2.59 0.135
H 1.287 1.004 3.332 -0.56 -1.16 -2.19 0.066
H 0.258 1.012 1.697 1.39 -1.41 1.39 0.041
H 0.597 -4.061 2.159 -2.05 0.03 -0.14 0.077
H 1.199 -3.570 -0.085 -0.98 1.86 -0.52 0.102
O 2.951 1.659 4.784 -0.17 -0.45 0.25 -0.082
H 3.541 1.346 4.082 0.17 0.35 0.10 -0.005
H 3.074 1.015 5.498 -0.04 0.20 -0.17 0.054
O 1.921 3.268 0.753 0.07 0.19 0.36 -0.092
H 2.113 2.385 1.105 0.11 0.18 -0.21 -0.093
H 2.250 3.869 1.439 -0.15 -0.18 -0.25 0.040
O -3.726 5.010 -0.771 -0.50 0.82 0.06 -0.079
H -3.607 5.901 -0.409 -0.05 -0.28 -0.12 0.056
H -4.571 5.060 -1.243 0.00 -0.03 0.18 0.014
O 0.147 3.954 -2.561 0.73 0.16 -0.26 -0.080
H 0.737 4.516 -2.036 -0.19 -0.21 -0.10 0.046
H 0.696 3.191 -2.795 -0.15 0.26 0.06 0.036
O 0.073 -5.587 4.786 -0.04 0.12 -0.15 -0.076
H 0.276 -6.409 4.314 0.03 0.33 0.08 0.019
H -0.124 -4.953 4.080 -0.18 -0.30 0.21 -0.006
O 4.251 -1.577 -6.373 0.26 -0.26 -0.48 -0.058
H 4.454 -2.398 -6.846 -0.23 0.19 0.08 0.062
H 4.054 -0.943 -7.079 0.09 -0.11 0.29 0.064
O 2.919 2.930 7.703 -0.34 -0.16 -0.26 -0.069
H 1.979 2.709 7.789 0.34 0.13 0.01 0.039
H 3.066 2.957 6.746 -0.01 0.01 0.14 0.007
O 6.917 -2.077 -4.952 -0.06 -0.51 -0.27 -0.069
H 6.097 -2.017 -5.465 0.09 0.29 0.18 -0.015
H 7.243 -2.971 -5.135 -0.02 0.35 0.15 0.036
O 2.058 -6.564 3.102 0.62 -0.13 -0.10 -0.063
H 2.649 -6.003 3.627 -0.30 -0.17 -0.01 0.052
H 2.608 -7.327 2.868 -0.23 0.22 -0.02 0.052
O 5.423 2.148 3.480 0.51 0.08 -0.33 -0.060
H 6.154 1.637 3.103 -0.27 0.13 0.10 0.054
H 5.662 3.069 3.299 -0.18 -0.29 0.12 0.055
O -6.634 4.512 -1.756 -0.12 -0.20 -0.41 -0.060
H -6.328 3.864 -2.407 -0.10 0.13 0.23 0.049
H -7.566 4.649 -1.982 0.33 0.03 0.15 0.050
```
Positions in Å, forces in eV/Å.



| no. | E_HOMO (eV) | LUMO energy (eV) |
| --- | --- | --- |
| 1 | -8.39 | 1.0 |
| 2 | -8.80 | 1.1 |
| 3 | -8.79 | -0.1 |